Density functional theory data (ωB97M-V/def2-TZVPD) for C3NS as an isolated structure in a non-equilibrium geometry.

Each line ends with the natural charge from an NBO analysis.
CARTESIAN COORDINATES (ANGSTROEM)
C (0.3545, -1.3604, -0.4924)  0.1249
C (-0.3598, -0.7145, 0.4397)  -0.0348
C (0.6779, 0.0481, -0.5333)  0.4731
N (0.2562, 1.1919, -0.3119)  -0.4213
S (-0.9287, 0.8348, 0.8980)  0.8581

Cartesian forces, eV/Å:
C -0.385 3.795 2.063
C 0.654 -1.948 -1.385
C -1.689 -1.237 -0.124
N 1.269 -0.136 -0.457
S 0.152 -0.474 -0.097

## Properties
Spin multiplicity: 1
Net charge: +1
ΔE to the lowest compared entry with this formula, charge and spin: 0.751 eV
E: -566.66488 Ha
E_LUMO: -9.212 eV
Frontier orbital gap: 8.20 eV